{
  "formula": "C5H9NO",
  "method": "ωB97M-V/def2-TZVPD",
  "species": ["C", "H", "C", "C", "H", "C", "O", "H", "N", "C", "H", "H", "H", "H", "H", "H"],
  "positions_angstrom": [[-1.31044, 0.18296, 1.01085], [-0.28907, -0.46322, -2.25727], [-0.54212, -0.40310, -0.14038], [0.25566, -1.64468, 0.14105], [-0.67318, 0.25289, 1.89837], [1.76310, 1.69881, -0.55166], [2.07422, 1.62340, 0.74411], [0.84170, -1.51605, 1.05684], [1.73714, 1.99969, -1.67795], [-0.72429, 0.04569, -1.40241], [-1.37268, 0.89042, -1.61761], [-1.66167, 1.19516, 0.78468], [1.51871, 0.94090, 1.14886], [-0.40109, -2.50881, 0.27586], [0.96125, -1.85657, -0.66893], [-2.17724, -0.43748, 1.25558]],
  "forces_ev_per_a": [[0.3, 0.4, 0.0], [0.2, 0.2, 0.2], [-0.8, 0.1, -1.6], [0.4, 0.2, -0.1], [-0.2, -0.1, 0.1], [1.2, 1.3, -0.4], [-0.8, -0.3, -1.5], [0.0, -0.2, 0.1], [-0.2, -0.7, 1.6], [0.0, -0.5, 1.2], [0.2, 0.0, 0.1], [0.0, -0.2, 0.0], [0.0, 0.0, 0.1], [0.1, 0.0, 0.1], [-0.2, 0.0, 0.1], [0.1, 0.0, 0.1]],
  "relative_energy_kj_mol": 242.7,
  "total_energy_ev": -8866.697,
  "max_force_ev_per_a": 1.8,
  "orbital_gap_ev": 9.7508,
  "smiles": "C=C(C)C.N#CO",
  "e_lumo_ev": 0.372
}

=====

{
  "formula": "C5H9NO",
  "method": "ωB97M-V/def2-TZVPD",
  "species": ["H", "H", "C", "C", "H", "N", "C", "H", "H", "C", "O", "H", "H", "C", "H", "H"],
  "positions_angstrom": [[1.18075, -0.66377, -1.48484], [2.65595, -0.09974, -0.67707], [1.67571, 0.20090, -1.04701], [0.86525, 0.80246, 0.04792], [1.22922, -1.80689, 1.43679], [-1.27999, 1.65753, 0.89526], [-1.76972, -1.47013, -0.55112], [-1.77165, -2.48848, -0.18392], [1.83007, 0.94868, -1.83583], [-0.51703, 0.70966, 0.17278], [0.55799, -1.17702, 1.11413], [-1.89555, 1.22865, 1.57595], [-2.40728, -1.23172, -1.39903], [-1.00599, -0.55324, -0.03124], [-0.70161, 2.35144, 1.35233], [1.35387, 1.59167, 0.61491]],
  "forces_ev_per_a": [[0.0, 0.0, 0.0], [0.0, 0.0, 0.0], [0.0, -0.2, 0.1], [-0.8, 0.1, -0.3], [-0.8, -0.8, -0.1], [-0.2, 0.1, 0.2], [0.1, -0.2, 0.1], [0.0, 0.1, 0.0], [0.0, 0.0, 0.1], [0.7, 0.2, 0.2], [0.8, 1.1, 0.1], [0.1, 0.0, 0.0], [0.1, 0.1, 0.1], [0.1, -0.5, -0.4], [0.0, -0.1, 0.0], [0.0, 0.0, 0.1]],
  "relative_energy_kj_mol": 547.0,
  "total_energy_ev": -8863.543,
  "max_force_ev_per_a": 1.3,
  "orbital_gap_ev": 7.8585,
  "e_lumo_ev": -0.021
}

=====

{
  "formula": "C5H9NO",
  "method": "ωB97M-V/def2-TZVPD",
  "species": ["H", "H", "C", "H", "H", "C", "H", "H", "C", "N", "O", "H", "C", "H", "H", "C"],
  "positions_angstrom": [[2.14256, 0.89307, -1.01033], [-1.84826, -0.74183, -0.54768], [-1.16668, -0.04380, -0.05834], [0.00854, -0.12577, -1.94861], [-1.54996, 1.51976, -1.38958], [1.45196, 0.31864, -0.38046], [-1.84082, -0.86975, 1.87085], [-0.48787, 0.26990, 2.04118], [0.03890, 0.25763, -0.92003], [-0.94111, 1.27898, -0.61748], [2.98740, -1.51579, -0.75594], [1.42278, 0.76385, 0.62143], [-1.37731, 0.02821, 1.45185], [-2.08528, 0.85056, 1.61282], [1.28224, -1.78016, 0.29826], [1.96291, -1.10350, -0.26793]],
  "forces_ev_per_a": [[-0.2, -0.1, 0.1], [-0.2, 0.4, 0.0], [-0.2, -0.1, 0.0], [-0.1, -0.2, 0.4], [0.2, -0.1, -0.2], [0.0, 0.1, 0.1], [0.2, -0.1, -0.2], [0.0, -0.1, -0.2], [0.1, -0.2, 0.0], [0.0, 0.3, -0.2], [-0.5, 0.2, 0.2], [0.1, 0.0, -0.1], [0.1, -0.1, 0.0], [0.1, -0.2, 0.0], [0.2, 0.0, -0.1], [0.2, 0.0, -0.1]],
  "relative_energy_kj_mol": 220.3,
  "total_energy_ev": -8866.930,
  "max_force_ev_per_a": 0.6,
  "orbital_gap_ev": 10.7989,
  "smiles": "C[C@H]1N[C@H]1CC=O",
  "e_lumo_ev": 0.966
}

=====

{
  "formula": "C5H9NO",
  "method": "ωB97M-V/def2-TZVPD",
  "species": ["C", "H", "H", "H", "H", "C", "N", "C", "C", "H", "O", "H", "H", "H", "H", "C"],
  "positions_angstrom": [[2.98786, 0.36422, 0.52077], [3.57526, -0.23829, -0.18287], [3.34935, 1.39945, 0.47580], [-3.42325, 0.05065, -0.60225], [-2.24557, -1.30467, -1.94350], [1.51512, 0.29550, 0.19237], [-1.30833, -0.15735, -0.48323], [-1.31941, -1.00162, -1.42426], [-2.56723, 0.35501, 0.02981], [-2.67346, -0.05923, 1.04574], [0.00438, -0.27036, 2.08713], [3.18251, -0.01939, 1.53006], [-0.36394, -1.45275, -1.72588], [1.13451, 0.58185, -0.78361], [-2.50522, 1.45292, 0.11213], [0.65739, 0.00405, 1.15179]],
  "forces_ev_per_a": [[0.1, 0.0, 0.1], [-0.1, 0.1, 0.1], [0.0, -0.2, 0.0], [0.2, 0.2, 0.3], [0.3, 0.0, 0.2], [-0.1, 0.1, 0.2], [-0.2, -0.4, -0.3], [0.0, 0.3, 0.2], [0.1, -0.1, -0.1], [-0.1, 0.2, -0.3], [0.6, 0.2, -0.7], [0.0, 0.1, -0.2], [-0.4, 0.2, -0.1], [0.0, -0.2, 0.3], [-0.1, -0.5, 0.0], [-0.4, -0.2, 0.3]],
  "relative_energy_kj_mol": 259.3,
  "total_energy_ev": -8866.526,
  "max_force_ev_per_a": 1.0,
  "orbital_gap_ev": 9.2183,
  "smiles": "CC=C=O.C=NC",
  "e_lumo_ev": 0.939
}

=====

{
  "formula": "C5H9NO",
  "method": "ωB97M-V/def2-TZVPD",
  "species": ["O", "C", "N", "H", "C", "C", "C", "H", "H", "H", "H", "H", "H", "C", "H", "H"],
  "positions_angstrom": [[1.27614, -2.09836, 0.24036], [-1.29415, -0.19204, 1.18479], [-0.99870, 1.38366, -0.67126], [2.16589, 0.72179, -0.88581], [1.37867, 0.27001, -0.26807], [0.04151, 0.27048, -0.98898], [1.90268, -1.06784, 0.22141], [-0.56863, 0.43896, 1.71032], [-1.12028, -1.23586, 1.44260], [0.02253, 0.52373, -2.01619], [-1.98720, -0.54703, -0.85886], [1.28347, 0.91357, 0.61420], [-2.28888, 0.10839, 1.53142], [-1.23550, 0.00564, -0.30833], [-1.52984, 1.54554, -1.54620], [2.95229, -1.04063, 0.59862]],
  "forces_ev_per_a": [[0.2, 0.4, 0.0], [0.0, -0.2, 0.1], [-0.2, 0.3, 0.4], [-0.1, 0.0, 0.1], [-0.3, 0.3, -0.1], [-0.2, 1.7, 0.5], [-0.4, -0.2, -0.1], [-0.1, -0.1, -0.2], [0.0, 0.0, 0.1], [0.7, -1.8, -1.4], [-0.1, 0.0, 0.0], [0.2, 0.0, 0.0], [0.1, -0.1, 0.0], [-0.3, -0.4, 0.1], [0.7, 0.1, 0.6], [-0.2, 0.0, -0.1]],
  "relative_energy_kj_mol": 263.5,
  "total_energy_ev": -8866.481,
  "max_force_ev_per_a": 2.3,
  "orbital_gap_ev": 10.4851,
  "smiles": "C[C@H]1N[C@H]1CC=O",
  "e_lumo_ev": 1.014
}

=====

{
  "formula": "C5H9NO",
  "method": "ωB97M-V/def2-TZVPD",
  "species": ["H", "C", "H", "O", "C", "H", "C", "N", "H", "H", "H", "H", "H", "H", "C", "C"],
  "positions_angstrom": [[-0.54101, -0.99539, -1.67644], [0.23367, 0.64766, 1.43001], [-0.70916, 0.93878, 1.88330], [0.63557, -1.48374, 0.57944], [0.12960, -0.42729, 0.31989], [0.64759, 1.63004, 1.06402], [-2.26292, -0.32030, -0.26720], [3.98398, 0.34383, -0.28869], [-0.74047, 0.95719, -1.18461], [0.90992, 0.40435, 2.22947], [-2.34458, -1.36703, 0.20663], [2.73944, -0.54077, -1.89224], [-2.17550, 0.38525, 0.56836], [-3.06714, 0.02449, -0.90601], [3.36970, -0.03390, -1.18169], [-0.80869, -0.16317, -0.88425]],
  "forces_ev_per_a": [[-0.7, 2.1, 1.2], [0.5, 1.9, -1.1], [-0.3, -0.3, -0.1], [0.2, -0.8, -1.0], [-0.7, 1.1, 1.5], [-0.4, -0.9, -0.2], [1.9, -0.8, 1.2], [-0.1, 0.1, -0.4], [0.3, -2.1, -0.1], [0.2, -0.8, 0.1], [-0.4, 1.6, -1.1], [0.3, 0.3, 0.0], [-0.7, -0.2, 0.0], [-0.1, -0.5, -0.2], [-0.2, -0.5, 0.4], [0.1, -0.3, -0.4]],
  "relative_energy_kj_mol": 229.0,
  "total_energy_ev": -8866.839,
  "max_force_ev_per_a": 2.5,
  "orbital_gap_ev": 10.5219,
  "smiles": "CCC(C)=O.C#N",
  "e_lumo_ev": 0.809
}

=====

Q: Which formula does entry 4 have?
A: C5H9NO